The following is a quantum chemistry calculation of an isolated molecule of C16H22NO3 at a distorted geometry, from the OMol25 dataset.

Structure (XYZ):
```
42
Properties=species:S:1:pos:R:3:forces:R:3
H 3.863 1.660 -0.759 -1.24 0.51 0.73
C 1.805 -1.119 0.249 0.89 -3.38 1.42
H 2.701 3.096 -0.379 0.39 -1.89 0.14
H -0.561 1.191 -0.627 1.08 0.08 1.24
C -4.596 -1.408 -1.062 2.43 2.26 2.33
O -2.368 2.482 1.974 1.80 -4.60 -0.90
H 1.863 2.820 -2.328 -0.89 -1.55 0.13
H 2.292 -2.833 -1.213 -0.90 0.12 1.37
H 0.258 1.905 -2.489 1.73 -0.48 0.16
C 0.311 1.485 0.051 0.81 -0.27 0.00
C -1.900 1.325 1.761 -1.80 3.63 0.76
C 0.451 -0.878 1.101 0.98 0.86 0.04
C -4.116 -0.004 -1.511 0.97 -1.07 3.43
H -4.433 0.437 -2.519 0.58 -0.78 1.73
H -4.473 -2.964 0.657 0.60 1.66 -0.50
C -3.234 0.838 -0.567 -0.68 -2.22 1.18
H -5.277 -2.019 -1.743 1.16 0.91 1.19
H 1.382 0.972 1.940 -1.72 -0.30 -0.44
C 1.657 1.149 -0.795 -0.10 3.00 -1.41
C 0.387 0.690 1.443 0.57 -0.97 -1.39
O -0.670 1.001 2.394 -1.55 0.03 -1.96
H 3.056 1.855 0.917 -0.14 -0.01 -1.74
O 0.871 -0.749 -1.757 1.73 0.44 0.09
H -2.893 -1.487 2.274 -0.61 0.55 -1.60
H 0.259 2.626 0.186 0.18 -1.70 -0.02
H 1.906 1.165 -3.107 -1.09 0.78 1.37
H 3.225 -0.115 1.797 -0.15 -1.31 -0.75
H 0.608 -2.960 -0.320 1.85 0.31 -0.33
C -3.227 -1.075 1.265 -0.70 1.51 -2.97
C 1.378 1.773 -2.283 0.78 0.61 0.04
C -2.771 0.356 0.857 -1.84 -2.99 -2.65
H 4.053 -1.039 0.446 -1.39 -0.09 1.12
C 3.148 -1.060 1.164 0.34 0.81 -0.86
H -0.457 -1.249 0.498 1.39 0.75 0.94
H 0.562 -1.478 2.080 -0.27 0.88 -1.51
C 1.721 -2.682 -0.238 -0.39 0.33 0.80
N 1.893 -0.311 -1.007 -3.68 0.04 1.10
C 2.909 1.972 -0.217 -0.26 -0.03 0.45
H 2.150 -3.343 0.597 -0.49 0.95 -1.32
C -4.129 -1.934 0.312 0.81 3.13 -0.90
H 3.272 -1.973 1.835 -0.48 1.27 -0.92
H -2.877 1.882 -0.878 -0.72 -1.75 0.41
```
Positions in Å, forces in eV/Å.

Calculated values
Spin multiplicity   2
Kohn-Sham gap (spin up / spin down)   0.33235 / 0.31568 hartree
LUMO energy (spin up / spin down)   -0.12 / -0.58 eV
Calculated total energy   -24573.2021 eV
<S²>   0.75
Highest occupied orbital energy (spin up / spin down)   -9.168 / -9.169 eV